[1]
119
Properties=species:S:1:pos:R:3 method="wB97M-V/def2-TZVPD" orbital_gap_ev=9.42 homo_ev=-7.87 lumo_ev=1.56 charge=-1 multiplicity=1 fmax_ev_per_a=1.5
Ca 1.47062 -0.91482 -2.58115
P -0.19522 0.38317 0.05152
F -1.50935 -0.13000 0.81999
F -0.35152 1.85862 0.63783
F 0.74171 -0.08148 1.23676
F 1.13734 0.79558 -0.79318
F -0.05451 -1.10669 -0.68560
F -1.12943 0.79550 -1.22161
P 1.43254 -4.09861 -2.86563
F 2.71206 -3.34972 -3.53113
F 1.50214 -2.99359 -1.63865
F 0.54872 -3.00488 -3.74565
F 0.06830 -4.67556 -2.23746
F 1.39349 -5.15668 -4.06498
F 2.33707 -5.07587 -1.98975
P 4.90084 -0.61080 -1.54193
F 3.97537 -0.26839 -2.85703
F 5.00851 0.94618 -1.19555
F 3.43276 -0.64394 -0.75050
F 5.70017 -0.97494 -0.20268
F 4.71379 -2.17602 -1.86553
F 6.21547 -0.56128 -2.42963
C -4.39254 -3.54892 -1.04955
C -3.00721 -4.10525 -0.83222
C -2.37988 -3.70069 0.51569
O -1.72943 -4.90400 0.93012
C -2.18967 -5.95332 0.21711
O -1.91991 -7.08138 0.42950
O -3.04269 -5.52897 -0.74469
H -4.30876 -2.47426 -1.21852
H -5.08314 -3.79114 -0.24165
H -4.83758 -3.99005 -1.94609
H -2.36034 -3.72615 -1.62460
H -3.14192 -3.36886 1.22894
H -1.66942 -2.88409 0.40940
C 2.46338 -4.57636 5.00452
O 1.35360 -3.86161 4.52228
C 0.30867 -3.73322 5.34482
O 0.25436 -4.16073 6.46465
O -0.68800 -3.07873 4.77033
C -0.64869 -2.73599 3.36567
H 3.20815 -4.58207 4.21227
H 2.28761 -5.60400 5.32141
H 2.93249 -4.04478 5.84110
H 0.11631 -2.02008 3.08493
H -1.65192 -2.32451 3.24787
H -0.62001 -3.65240 2.77943
C 4.04489 4.74264 -1.45878
O 4.28241 3.57033 -0.69526
C 3.63089 3.23671 0.42229
O 3.95083 2.29116 1.05666
O 2.64725 4.12756 0.69416
C 1.83810 3.75704 1.80526
H 2.98040 4.98702 -1.42781
H 4.35838 4.52047 -2.47192
H 4.59840 5.56689 -1.00897
H 2.29841 4.09048 2.74008
H 1.69935 2.68190 1.81361
H 0.88653 4.28230 1.74566
C 2.41083 0.39907 4.24775
O 2.34335 -0.86970 3.62570
C 3.36616 -1.16846 2.80450
O 4.19899 -0.38867 2.45284
O 3.22611 -2.44970 2.49212
C 4.03228 -3.11865 1.52344
H 3.42295 0.64686 4.55860
H 1.75099 0.35712 5.11458
H 2.00685 1.15587 3.57067
H 3.40360 -3.36138 0.66901
H 4.48024 -4.00752 1.95907
H 4.81728 -2.46135 1.15393
C -3.20950 0.24900 3.70052
O -3.26059 1.16059 4.81458
C -4.40823 1.12747 5.50533
O -5.26855 0.31134 5.37046
O -4.51779 2.14257 6.37318
C -3.36949 2.84816 6.82296
H -3.99333 0.37870 2.96003
H -3.15263 -0.75314 4.11809
H -2.26231 0.46608 3.20888
H -2.96069 2.37179 7.71967
H -3.70532 3.84633 7.08259
H -2.56733 2.84956 6.09172
C -3.83174 2.21212 0.08788
O -3.75989 3.63752 0.06859
C -3.39210 4.18712 -1.08011
O -3.20109 3.59696 -2.11326
O -3.30388 5.50546 -0.88774
C -2.68050 6.25631 -1.91155
H -4.42621 1.95572 0.96300
H -2.84295 1.78829 0.25342
H -4.28190 1.79632 -0.80973
H -1.94013 5.65720 -2.44293
H -2.18358 7.10614 -1.45558
H -3.41061 6.59622 -2.64699
C 0.20418 3.33713 -2.59525
O 1.28177 3.45980 -3.53403
C 1.92892 2.34447 -3.84132
O 1.72191 1.26545 -3.34457
O 2.88118 2.52205 -4.73559
C 3.02565 3.77888 -5.40113
H -0.19437 2.33007 -2.59900
H -0.59718 3.99338 -2.93717
H 0.51972 3.63859 -1.59977
H 3.04792 4.60431 -4.69312
H 2.16216 3.92727 -6.05328
H 3.93933 3.72796 -5.97774
C -2.86847 0.90383 -3.79623
O -2.53300 -0.04384 -4.81463
C -1.39795 -0.70551 -4.70647
O -0.50518 -0.46297 -3.92501
O -1.28681 -1.68936 -5.57978
C -2.45309 -2.32678 -6.14032
H -3.89308 1.20933 -3.95907
H -2.19967 1.76011 -3.83295
H -2.73306 0.47559 -2.80514
H -2.08976 -2.80443 -7.04501
H -3.19920 -1.58957 -6.41862
H -2.81141 -3.06179 -5.42618

[2]
83
Properties=species:S:1:pos:R:3 method="wB97M-V/def2-TZVPD" orbital_gap_ev=9.17 homo_ev=-8.91 lumo_ev=0.26 charge=0 multiplicity=1 fmax_ev_per_a=2.1 smiles="C[Si](C)(CCCCCCCC[Si@](F)(CC(=O)Cl)S(C)(=O)=O)c1ccccc1.CC(C)O.CC(C)O"
C 5.28992 -1.95874 1.48564
Si 3.76654 -0.93572 1.02670
C 3.27940 -1.47399 -0.73682
C 2.34212 -1.05512 2.26763
C 0.92369 -1.18256 1.67273
C 0.41772 0.04150 0.87203
C -0.43474 -0.41198 -0.32625
C -1.71022 -1.17086 0.08693
C -2.61387 -0.41299 1.09227
C -4.11137 -0.66051 0.75933
C -4.77938 0.61729 0.17184
Si -6.62552 0.44037 0.13527
F -7.08412 -0.87784 -0.62293
C -7.38190 1.95583 -0.72231
C -7.56550 1.77870 -2.20938
O -6.86196 2.29068 -3.04217
Cl -8.92489 0.72952 -2.75274
S -7.32442 0.40009 2.24419
C -8.21094 1.92502 2.59601
O -8.17906 -0.74522 2.46352
O -6.19747 0.38084 3.15248
C 4.31077 0.88507 0.84777
C 5.54451 1.09249 0.25979
C 5.99547 2.37134 0.05501
C 5.22842 3.44601 0.42945
C 4.02195 3.23643 1.02977
C 3.55806 1.96559 1.25049
H 5.79768 -1.54381 2.35642
H 5.94630 -1.94544 0.61034
H 4.98973 -3.00315 1.61162
H 3.79317 -2.41076 -0.97932
H 2.20385 -1.64343 -0.80455
H 3.60201 -0.73187 -1.46909
H 2.50347 -1.95050 2.88253
H 2.40620 -0.19578 2.94416
H 0.24384 -1.30171 2.52631
H 0.78525 -2.09640 1.08750
H -0.24967 0.61019 1.52825
H 1.20523 0.72537 0.55064
H 0.13439 -1.10166 -0.96194
H -0.67953 0.43443 -0.97815
H -2.25990 -1.37147 -0.83885
H -1.45466 -2.15647 0.48566
H -2.38631 0.65519 1.06129
H -2.41081 -0.81955 2.08490
H -4.59625 -1.01604 1.67244
H -4.21228 -1.46416 0.01652
H -4.43973 0.71361 -0.86637
H -4.47147 1.46056 0.79611
H -6.75774 2.83776 -0.57924
H -8.37920 2.10889 -0.29348
H -7.55642 2.76531 2.36175
H -9.16039 1.96335 2.06022
H -8.42804 1.88647 3.66471
H 6.14967 0.24339 -0.03584
H 6.97810 2.49174 -0.39792
H 5.61877 4.44111 0.25371
H 3.45355 4.12168 1.29842
H 2.59921 1.80616 1.72771
C -6.66140 -4.37270 -0.62824
C -5.30488 -4.49966 -1.30427
C -4.98821 -5.94980 -1.63668
O -4.28805 -3.96747 -0.45233
H -6.67543 -4.92942 0.31320
H -6.87433 -3.33155 -0.38818
H -7.45946 -4.75278 -1.26804
H -5.29229 -3.90297 -2.21768
H -4.95147 -6.55403 -0.72588
H -4.01049 -6.02862 -2.11404
H -5.73806 -6.37534 -2.30532
H -4.28684 -4.48408 0.36061
C 9.47319 2.89846 -3.29145
C 9.43465 3.73615 -2.02260
C 10.80853 4.29464 -1.68606
O 8.95697 2.94218 -0.93470
H 10.14494 2.04423 -3.16853
H 8.48338 2.49901 -3.51604
H 9.81345 3.48737 -4.14451
H 8.72607 4.55626 -2.14641
H 11.52190 3.48401 -1.51312
H 10.76710 4.88652 -0.77100
H 11.18791 4.92455 -2.49204
H 9.57158 2.21081 -0.80941

[3]
86
Properties=species:S:1:pos:R:3 method="wB97M-V/def2-TZVPD" orbital_gap_ev=6.69 homo_ev=-11.81 lumo_ev=-5.12 charge=+1 multiplicity=1 fmax_ev_per_a=7.0 smiles="CCCCCCCCCCCCCCCCc1c(C[C@@H](O)C(F)(F)F)cn[n+](P(=O)(O)O)c1CC(N)(N)N"
C 0.24466 5.21378 -1.84159
C 0.41753 5.11613 -0.19035
C 1.86617 4.40810 0.24722
C 1.94929 2.81492 -0.24922
C 2.58251 2.74550 -1.78662
C 3.39362 1.29898 -1.97169
C 3.69278 0.92179 -3.54557
C 2.53467 -0.10340 -4.17799
C 3.07839 -1.67482 -4.24958
C 3.71662 -2.21684 -2.83994
C 3.30637 -3.75382 -2.43925
C 1.67622 -4.04457 -2.44453
C 1.00864 -2.81721 -1.52374
C -0.17719 -3.42547 -0.57189
C -1.39807 -2.40078 -0.21574
C -0.96525 -0.93254 0.35240
C -1.52531 -0.54156 1.83339
C -0.53025 -0.10421 3.08003
C 1.12808 -0.00661 2.91661
C 1.84044 -1.45193 2.61847
O 3.19915 -1.14309 2.07402
C 2.08856 -2.38023 3.96286
F 3.21555 -3.32485 3.61532
F 0.91579 -3.28290 4.26313
F 2.53327 -1.61275 5.15771
C -1.13180 0.29271 4.53895
N -2.59651 0.24755 4.74702
N -3.38554 -0.08539 3.70049
P -5.15117 -0.02018 4.16426
O -5.95333 0.97161 3.19011
O -5.40084 0.56696 5.78458
O -5.81804 -1.64969 3.92281
C -3.13634 -0.48630 2.28310
C -4.22537 -0.84037 1.11266
C -4.20949 0.34106 -0.07196
N -3.46008 1.59339 0.35072
N -5.65590 0.80474 -0.34627
N -3.70448 -0.18769 -1.40751
H 1.33277 5.43402 -2.26015
H -0.51094 6.04763 -2.16630
H -0.14694 4.14279 -2.18177
H 0.37754 6.24054 0.18999
H -0.49267 4.56947 0.31094
H 2.02131 4.40823 1.42292
H 2.76894 5.00536 -0.22970
H 2.58584 2.20536 0.52992
H 0.86443 2.35780 -0.24360
H 3.27901 3.67967 -1.89491
H 1.67445 2.73364 -2.55215
H 4.40294 1.29244 -1.33887
H 2.64760 0.48031 -1.53601
H 4.76145 0.39277 -3.55803
H 3.75096 1.88016 -4.24571
H 1.50104 -0.01672 -3.59895
H 2.38121 0.24460 -5.30765
H 2.18762 -2.30987 -4.66948
H 3.93786 -1.70069 -5.04805
H 3.47311 -1.49692 -1.94326
H 4.90147 -2.18004 -2.96689
H 3.64961 -3.91034 -1.30693
H 3.87863 -4.56424 -3.06496
H 1.30865 -3.97797 -3.55879
H 1.46137 -5.11076 -1.99467
H 0.51684 -2.02692 -2.23450
H 1.82528 -2.35596 -0.79042
H -0.66601 -4.32016 -1.19421
H 0.19469 -3.91690 0.43420
H -2.06905 -2.29895 -1.19334
H -2.09621 -2.93587 0.59035
H 0.22837 -0.91643 0.35860
H -1.26660 -0.06409 -0.40679
H 1.57371 0.42480 3.93724
H 1.34888 0.82545 2.10996
H 1.28510 -2.12347 1.83826
H 3.26273 -0.17876 1.80609
H -0.43516 0.61885 5.45137
H -4.87950 1.43177 5.83864
H -6.77924 -1.54987 4.24703
H -4.01349 -1.87211 0.54884
H -5.34176 -0.90567 1.45532
H -3.86841 2.03702 1.20289
H -3.49121 2.30347 -0.42586
H -5.62419 1.56699 -1.08617
H -6.08643 1.20446 0.52155
H -4.52456 -0.20068 -2.05313
H -3.05437 0.55574 -1.78524

[4]
90
Properties=species:S:1:pos:R:3 method="wB97M-V/def2-TZVPD" orbital_gap_ev=7.52 homo_ev=-11.07 lumo_ev=-3.56 charge=+1 multiplicity=1 fmax_ev_per_a=2.6
C -3.90510 1.68338 -2.63254
C -3.05472 2.80495 -3.21154
O -2.06319 2.52864 -3.83584
O -3.38805 4.11445 -3.03585
C -3.52294 4.51816 -1.66280
C -2.24452 5.12136 -1.08470
C -1.05279 4.12555 -1.01953
C 0.17154 4.70614 -1.80045
C 1.44666 3.97486 -1.29612
C 2.07373 3.16717 -2.45825
C 1.05782 2.17975 -3.07913
C 1.42852 0.71788 -2.70162
C 0.30858 -0.22209 -3.06705
C 0.03692 -0.55135 -4.38056
N -1.02739 -1.43437 -4.29512
S -1.68868 -2.08469 -5.75877
C -1.38259 -1.62655 -3.03274
C -2.51862 -2.58139 -2.72198
F -2.09252 -3.81602 -3.02019
F -3.58106 -2.34579 -3.46090
F -2.87985 -2.58081 -1.46024
N -0.58346 -0.86932 -2.24863
C -0.69430 -0.78112 -0.78785
F -1.93329 -0.33779 -0.54176
F 0.12584 0.14517 -0.30973
C -0.38208 -2.12160 -0.11192
C -1.07261 -2.30448 1.27051
Si 0.09554 -2.26188 2.76666
C -0.96854 -2.47819 4.32204
C 1.01296 -0.62182 2.98152
C 1.37452 -3.65539 2.77269
C 1.87831 -4.31856 1.63769
C 2.85734 -5.31126 1.75916
C 3.37398 -5.68932 2.99617
C 2.86117 -5.06786 4.14445
C 1.89030 -4.07685 4.01808
H -4.94908 1.71656 -2.94354
H -3.42333 0.73138 -2.83977
H -3.90208 1.78684 -1.54005
H -3.89569 3.71863 -1.01577
H -4.29662 5.29308 -1.63740
H -1.94420 6.00200 -1.65424
H -2.48752 5.42470 -0.06042
H -0.73544 4.00565 0.02039
H -1.31193 3.12776 -1.38848
H 0.22772 5.77692 -1.65316
H 0.00044 4.50432 -2.86390
H 1.23866 3.30119 -0.45802
H 2.15507 4.71970 -0.92860
H 2.97180 2.64571 -2.12673
H 2.40305 3.87231 -3.22897
H 0.01751 2.40538 -2.84688
H 1.18236 2.24068 -4.16662
H 1.78949 0.63804 -1.67825
H 2.27572 0.44822 -3.34095
H 0.53209 -0.19062 -5.26424
H -0.68137 -2.84850 -6.26053
H 0.70229 -2.15331 0.03048
H -0.66878 -2.95002 -0.76116
H -1.88846 -1.60073 1.45357
H -1.53073 -3.30129 1.26772
H -1.60761 -3.36084 4.27314
H -1.59706 -1.57719 4.37640
H -0.35890 -2.47672 5.22159
H 2.04645 -0.87053 3.25019
H 1.07213 -0.00642 2.07831
H 0.62632 -0.06556 3.83004
H 1.51987 -4.05121 0.64996
H 3.25027 -5.82764 0.88883
H 4.14739 -6.43678 3.11411
H 3.19222 -5.33163 5.14218
H 1.51529 -3.61074 4.92331
O 4.42007 3.28567 -0.44465
H 4.49700 2.35236 -0.22280
H 5.20064 3.46291 -0.98025
O 1.56931 -3.90107 -4.75458
H 1.12544 -3.33609 -4.11504
H 0.85982 -4.39549 -5.17821
O -1.15115 -3.98373 6.90180
H -1.02899 -4.91553 7.11462
H -2.10734 -3.86085 6.91730
O 1.24938 7.47923 -2.55684
H 1.85487 8.12390 -2.17584
H 0.68103 8.00172 -3.13245
O 1.77926 0.52796 5.63416
H 1.72845 -0.02469 6.42161
H 2.72189 0.68520 5.51969
O -1.08662 -2.23940 9.22129
H -0.83481 -2.70041 8.40773
H -1.02303 -2.91002 9.90679

[5]
85
Properties=species:S:1:pos:R:3 method="wB97M-V/def2-TZVPD" de_lowest_kj_mol=0.0 orbital_gap_ev=6.34 homo_ev=-4.32 lumo_ev=2.01 charge=-1 multiplicity=1 fmax_ev_per_a=8.5
C -1.68815 1.16419 -1.31206
C -2.80418 0.45960 -1.16755
C -4.10274 0.88004 -1.81093
N -4.50122 0.07517 -2.97008
C -4.60418 -1.34488 -2.63918
C -3.59429 0.34282 -4.10368
C -3.85037 -0.57506 -5.29272
O -3.25661 -1.87593 -5.23935
C -1.85801 -1.91340 -5.04561
C -1.03214 -1.17551 -6.09918
C -3.78504 1.81440 -4.60084
O -2.80601 2.56739 -4.37377
O -4.85703 2.06641 -5.18506
H -0.71430 0.77154 -1.04486
H -1.70993 2.14616 -1.77364
H -2.77693 -0.46723 -0.59949
H -3.98526 1.91420 -2.13746
H -4.92527 0.84974 -1.08594
H -5.01786 -1.46042 -1.63502
H -3.64921 -1.88208 -2.69414
H -5.28021 -1.83956 -3.33929
H -2.55459 0.28419 -3.76101
H -3.56352 -0.05027 -6.20597
H -4.92350 -0.74257 -5.37158
H -1.59950 -2.97522 -5.07992
H -1.58399 -1.56646 -4.04343
H -0.04587 -0.95353 -5.68341
H -0.87767 -1.80274 -6.97844
H -1.47345 -0.22401 -6.38640
O 1.05831 -0.70016 -0.52375
C 2.04140 -0.03932 -0.72974
O 2.38438 0.21311 -2.00363
C 3.40334 1.15046 -2.36763
C 4.77762 0.51457 -2.36796
C 2.89598 0.47018 0.40918
H 3.35120 2.03648 -1.73640
H 3.13033 1.47198 -3.37068
H 5.06362 0.17009 -1.37285
H 5.52277 1.23456 -2.70870
H 4.79249 -0.34664 -3.03628
H 3.58664 -0.32229 0.69917
H 2.23998 0.67571 1.25249
H 3.46393 1.36782 0.18175
O 0.09015 0.09953 3.80835
C -0.34724 -0.97166 3.48099
O -0.66604 -1.84405 4.47139
C -1.26497 -3.11531 4.20753
C -0.22930 -4.16607 3.86502
C -0.46296 -1.39399 2.04410
H -2.03015 -3.02753 3.43617
H -1.77566 -3.37551 5.13480
H 0.30418 -3.91600 2.94893
H -0.70873 -5.13715 3.73168
H 0.50814 -4.24349 4.66430
H 0.50875 -1.75938 1.71774
H -0.70873 -0.52157 1.44519
H -1.21244 -2.15786 1.85427
O 2.62568 -2.16112 4.28425
C 2.73798 -1.93223 5.45685
O 3.58516 -2.71726 6.17301
C 3.89974 -2.46211 7.54171
C 2.87003 -3.05042 8.48437
C 1.93085 -0.87155 6.16107
H 4.04491 -1.39463 7.71202
H 4.86532 -2.94328 7.69453
H 1.89107 -2.59311 8.34164
H 3.17331 -2.89517 9.52070
H 2.76936 -4.12133 8.30705
H 0.95694 -1.29719 6.40036
H 1.76479 -0.04977 5.47192
H 2.38804 -0.48605 7.06929
O 1.88369 2.25352 -2.53699
C 1.33007 3.27847 -2.24082
O 1.78369 3.93567 -1.13958
C 1.28239 5.21502 -0.74925
C 0.00927 5.10514 0.06431
C 0.13618 3.81752 -2.98553
H 1.15438 5.86065 -1.61866
H 2.07963 5.64778 -0.14466
H -0.79961 4.66314 -0.51663
H -0.31075 6.09269 0.40016
H 0.17658 4.47554 0.93845
H -0.76813 3.32584 -2.62351
H 0.23506 3.55759 -4.03565
H 0.00844 4.89314 -2.90586